# 1
Here is 3 unconnected molecules or ions with the total composition C18H33Br2NO7 in a non-equilibrium geometry from OMol25. Energies are from wB97M-V/def2-TZVPD.

The SMILES is CC(=O)N(C)[C@@H]1OC(=O)C[C@H]1/C(Br)=C(\C)Br.COCCOC.COCCOC. The calculation puts the LUMO energy at 0.2 eV. For the HOMO-LUMO gap, the calculation gives 0.34045 hartree. The value obtained for the HOMO energy is -9.083 eV.

```
! RIJCOSX wB97M-V def2-TZVPD def2/J DEFGRID3
* xyz 0 1
C 0.381 4.802 1.829
C -0.379 3.468 2.340
O -0.290 3.172 3.551
N -1.159 2.745 1.317
C -2.556 3.294 1.386
C -1.131 1.279 1.497
O -2.125 0.617 2.322
C -1.871 -0.797 2.107
O -2.648 -1.665 1.698
C -0.305 -0.869 2.490
C 0.230 0.531 1.860
C 1.430 0.504 0.819
Br 2.895 1.829 1.171
C 1.541 -0.341 -0.304
C 0.402 -1.391 -0.671
Br 3.119 -0.201 -1.484
H 0.325 4.814 0.686
H -0.224 5.690 2.216
H 1.478 4.820 2.122
H -3.250 2.648 0.738
H -2.499 4.357 0.940
H -2.945 3.424 2.452
H -1.428 0.909 0.440
H 0.271 -1.823 2.232
H -0.239 -0.791 3.634
H 0.741 0.992 2.785
H 0.134 -2.117 0.164
H 0.827 -2.042 -1.523
H -0.529 -0.889 -1.113
C -6.121 -5.504 0.874
O -5.657 -6.166 2.045
C -4.721 -7.200 1.752
C -3.284 -6.734 1.968
O -2.925 -5.704 1.051
C -3.013 -4.406 1.625
H -6.582 -4.563 1.177
H -5.310 -5.287 0.174
H -6.874 -6.126 0.379
H -4.862 -7.573 0.732
H -4.929 -8.024 2.441
H -2.611 -7.577 1.784
H -3.130 -6.402 3.001
H -2.134 -4.219 2.250
H -3.921 -4.272 2.219
H -3.028 -3.678 0.815
C 3.743 4.670 -4.904
O 4.051 4.657 -3.516
C 3.862 3.373 -2.927
C 5.182 2.619 -2.787
O 5.746 2.311 -4.060
C 6.764 3.226 -4.440
H 4.182 5.569 -5.341
H 4.144 3.797 -5.424
H 2.656 4.706 -5.035
H 3.136 2.786 -3.501
H 3.445 3.536 -1.929
H 4.989 1.668 -2.283
H 5.894 3.184 -2.175
H 7.694 2.980 -3.917
H 6.491 4.264 -4.235
H 6.929 3.123 -5.514
*
```

And the natural (NBO) charges, in e, turn out to be:
1 C -0.727
2 C 0.732
3 O -0.557
4 N -0.516
5 C -0.430
6 C 0.261
7 O -0.556
8 C 0.830
9 O -0.532
10 C -0.517
11 C -0.319
12 C -0.067
13 Br 0.036
14 C -0.076
15 C -0.682
16 Br 0.065
17 H 0.228
18 H 0.240
19 H 0.256
20 H 0.231
21 H 0.213
22 H 0.213
23 H 0.170
24 H 0.244
25 H 0.259
26 H 0.271
27 H 0.243
28 H 0.248
29 H 0.241
30 C -0.257
31 O -0.552
32 C -0.088
33 C -0.088
34 O -0.558
35 C -0.255
36 H 0.191
37 H 0.183
38 H 0.166
39 H 0.174
40 H 0.183
41 H 0.182
42 H 0.174
43 H 0.162
44 H 0.183
45 H 0.202
46 C -0.257
47 O -0.554
48 C -0.091
49 C -0.089
50 O -0.554
51 C -0.257
52 H 0.189
53 H 0.182
54 H 0.167
55 H 0.176
56 H 0.189
57 H 0.186
58 H 0.175
59 H 0.168
60 H 0.181
61 H 0.189

---

# 2
Here is 6 unconnected molecules or ions with the total composition C18H33Cl6N3 in a non-equilibrium geometry from OMol25. Energies are from wB97M-V/def2-TZVPD.

The SMILES is CCCC#N.CCCC#N.CCCC#N.ClCCCl.ClCCCl.ClCCCl. The calculation puts the LUMO energy at 0.3 eV. For the HOMO-LUMO gap, the calculation gives 0.40236 hartree. The value obtained for the HOMO energy is -10.609 eV. As for the energy relative to the best compared isomer or geometry (same formula, charge and spin): 1.134 eV.

```
! RIJCOSX wB97M-V def2-TZVPD def2/J DEFGRID3
* xyz 0 1
C -2.938 -6.727 1.622
C -3.055 -5.847 2.900
C -3.805 -4.517 2.677
C -5.172 -4.815 2.169
N -6.201 -5.084 1.778
H -2.306 -6.160 0.938
H -3.908 -6.881 1.149
H -2.482 -7.698 1.817
H -2.049 -5.623 3.255
H -3.560 -6.482 3.627
H -3.281 -3.835 2.008
H -3.977 -3.991 3.616
C 9.826 1.951 -6.451
C 10.382 2.873 -5.329
C 10.256 2.367 -3.912
C 8.894 1.848 -3.588
N 7.791 1.509 -3.315
H 10.023 2.286 -7.469
H 8.749 1.882 -6.295
H 10.211 0.932 -6.485
H 9.903 3.848 -5.414
H 11.445 3.112 -5.357
H 10.615 3.052 -3.144
H 10.881 1.486 -3.760
C -5.902 -1.254 -2.394
C -6.232 -0.029 -1.495
C -7.807 0.171 -1.351
C -8.150 1.565 -0.953
N -8.388 2.679 -0.703
H -4.851 -1.541 -2.341
H -6.117 -1.168 -3.459
H -6.374 -2.145 -1.981
H -5.830 0.865 -1.972
H -5.781 -0.107 -0.506
H -8.333 -0.462 -0.637
H -8.287 0.012 -2.316
Cl 2.648 -1.938 2.548
C 2.499 -0.401 1.657
C 2.303 -0.682 0.146
Cl 0.803 -1.648 -0.055
H 3.260 0.315 1.967
H 1.534 -0.010 1.978
H 3.112 -1.193 -0.376
H 2.056 0.264 -0.335
Cl 2.267 1.046 7.938
C 1.808 -0.485 8.666
C 0.281 -0.818 8.779
Cl -0.604 -1.026 7.188
H 2.236 -0.511 9.668
H 2.197 -1.322 8.087
H -0.153 0.045 9.283
H 0.122 -1.645 9.471
Cl -3.884 6.051 -4.605
C -2.851 6.990 -3.427
C -2.295 6.178 -2.251
Cl -1.533 4.672 -2.737
H -3.330 7.925 -3.138
H -2.036 7.345 -4.059
H -3.120 6.019 -1.557
H -1.510 6.758 -1.766
*
```

And the natural (NBO) charges, in e, turn out to be:
1 C -0.611
2 C -0.382
3 C -0.504
4 C 0.290
5 N -0.344
6 H 0.201
7 H 0.217
8 H 0.217
9 H 0.211
10 H 0.209
11 H 0.246
12 H 0.250
13 C -0.622
14 C -0.388
15 C -0.501
16 C 0.287
17 N -0.342
18 H 0.223
19 H 0.221
20 H 0.211
21 H 0.209
22 H 0.209
23 H 0.253
24 H 0.240
25 C -0.620
26 C -0.377
27 C -0.507
28 C 0.290
29 N -0.344
30 H 0.218
31 H 0.213
32 H 0.209
33 H 0.214
34 H 0.213
35 H 0.247
36 H 0.243
37 Cl -0.062
38 C -0.394
39 C -0.375
40 Cl -0.072
41 H 0.232
42 H 0.220
43 H 0.228
44 H 0.223
45 Cl -0.030
46 C -0.409
47 C -0.366
48 Cl -0.071
49 H 0.222
50 H 0.218
51 H 0.213
52 H 0.224
53 Cl -0.072
54 C -0.369
55 C -0.410
56 Cl -0.032
57 H 0.226
58 H 0.212
59 H 0.221
60 H 0.225

---

# 3
Here is 4 unconnected molecules or ions with the total composition C18H33ClN6 in a non-equilibrium geometry from OMol25. Energies are from wB97M-V/def2-TZVPD.

The calculation puts the LUMO energy at -4.3 eV. For the HOMO-LUMO gap, the calculation gives 0.32155 hartree. The value obtained for the HOMO energy is -13.014 eV. As for the energy relative to the best compared isomer or geometry (same formula, charge and spin): 0.000 eV.

```
! RIJCOSX wB97M-V def2-TZVPD def2/J DEFGRID3
* xyz 2 1
C 12.082 -2.630 -9.705
C 10.638 -2.458 -9.270
N 10.361 -3.010 -7.952
C 10.439 -4.328 -7.579
C 10.135 -4.436 -6.261
N 9.869 -3.157 -5.837
C 10.031 -2.318 -6.859
C 9.514 -2.731 -4.507
H 12.736 -2.191 -8.945
H 12.291 -2.120 -10.641
H 12.412 -3.667 -9.783
H 9.931 -2.877 -9.982
H 10.497 -1.379 -9.199
H 10.636 -5.062 -8.343
H 10.143 -5.254 -5.553
H 9.948 -1.244 -6.834
H 9.126 -3.523 -3.870
H 8.821 -1.895 -4.539
H 10.388 -2.414 -3.931
C 8.836 -3.300 0.832
C 9.329 -4.575 0.176
N 10.435 -5.196 0.909
C 11.380 -6.002 0.365
C 12.148 -6.436 1.396
N 11.659 -5.904 2.546
C 10.594 -5.138 2.244
C 12.102 -6.061 3.931
H 9.660 -2.609 1.039
H 8.398 -3.461 1.820
H 8.109 -2.754 0.238
H 9.625 -4.458 -0.865
H 8.482 -5.261 0.105
H 11.500 -6.176 -0.694
H 12.930 -7.177 1.427
H 10.016 -4.538 2.920
H 11.653 -6.986 4.306
H 11.741 -5.242 4.538
H 13.167 -6.281 3.930
C 14.254 -4.515 -5.958
C 14.727 -5.504 -7.013
N 13.620 -6.442 -7.325
C 13.247 -6.913 -8.561
C 12.213 -7.775 -8.451
N 12.074 -7.980 -7.066
C 12.895 -7.144 -6.454
C 10.988 -8.673 -6.376
H 13.489 -3.851 -6.359
H 15.096 -3.906 -5.627
H 13.888 -4.996 -5.050
H 15.520 -6.171 -6.678
H 15.010 -4.993 -7.928
H 13.622 -6.515 -9.491
H 11.576 -8.315 -9.128
H 12.953 -7.026 -5.377
H 11.371 -9.612 -5.973
H 10.212 -9.019 -7.055
H 10.598 -8.043 -5.581
Cl 11.481 -5.933 -3.251
*
```

And the natural (NBO) charges, in e, turn out to be:
1 C -0.619
2 C -0.217
3 N -0.280
4 C -0.067
5 C -0.034
6 N -0.276
7 C 0.255
8 C -0.428
9 H 0.217
10 H 0.255
11 H 0.206
12 H 0.233
13 H 0.230
14 H 0.241
15 H 0.292
16 H 0.247
17 H 0.257
18 H 0.230
19 H 0.239
20 C -0.633
21 C -0.221
22 N -0.276
23 C -0.030
24 C -0.050
25 N -0.271
26 C 0.222
27 C -0.411
28 H 0.220
29 H 0.216
30 H 0.247
31 H 0.242
32 H 0.224
33 H 0.298
34 H 0.251
35 H 0.247
36 H 0.231
37 H 0.237
38 H 0.241
39 C -0.634
40 C -0.203
41 N -0.293
42 C -0.054
43 C -0.057
44 N -0.287
45 C 0.260
46 C -0.429
47 H 0.206
48 H 0.246
49 H 0.249
50 H 0.231
51 H 0.226
52 H 0.249
53 H 0.258
54 H 0.285
55 H 0.240
56 H 0.236
57 H 0.254
58 Cl -0.948